# 1
Formula: C8H15N2O
Source: the Open Molecules 2025 dataset
Level of theory: ωB97M-V/def2-TZVPD

```
26
Properties=species:S:1:pos:R:3
C 2.08 -1.79 1.21
C 0.91 -1.40 1.61
C 3.49 -1.88 -0.69
C -0.29 0.56 -0.37
C 0.56 1.57 0.30
C -2.17 2.11 -0.31
C -2.58 -0.43 -0.31
C -1.67 0.73 0.13
N 2.39 -1.75 -0.14
N 0.16 -0.36 -1.13
O -0.06 -1.14 2.20
H 2.51 -2.31 2.00
H 3.57 -1.70 -1.69
H 4.39 -2.30 -0.18
H 1.43 1.74 -0.39
H 0.93 1.06 1.19
H 0.11 2.58 0.57
H -1.55 2.84 0.06
H -3.12 2.20 0.06
H -2.16 2.31 -1.45
H -2.09 -1.39 -0.04
H -2.84 -0.34 -1.39
H -3.40 -0.36 0.34
H -1.49 0.84 1.14
H 1.14 -0.18 -1.29
H -0.28 -1.20 -1.43
```

For the orbital gap, the calculation gives 8.869 eV. The charge is +1. The HOMO energy comes out at -12.642 eV.

# 2
Formula: C8H15N2O
Source: the Open Molecules 2025 dataset
Level of theory: ωB97M-V/def2-TZVPD

```
26
Properties=species:S:1:pos:R:3
C -1.18 -2.58 0.17
C -1.35 -1.28 0.02
O -2.68 -0.78 -0.31
N -2.64 0.61 -0.22
C -1.52 1.12 0.16
C -1.26 2.53 0.45
N -0.50 -0.15 0.22
C 1.02 -0.17 -0.04
C 1.23 -0.74 -1.49
C 1.71 1.21 0.09
C 1.64 -1.08 0.95
H -2.04 -3.08 -0.04
H -0.24 -2.89 0.64
H -3.61 0.95 -0.30
H -0.48 2.50 1.21
H -2.21 3.06 0.49
H -0.92 3.10 -0.42
H 0.84 -1.73 -1.60
H 0.81 -0.13 -2.15
H 2.19 -0.89 -1.81
H 1.42 1.81 1.05
H 1.45 1.80 -0.74
H 2.81 0.97 0.19
H 2.73 -1.24 0.62
H 1.56 -0.93 1.96
H 1.24 -2.01 0.89
```

For the orbital gap, the calculation gives 8.495 eV. The charge is +1. The HOMO energy comes out at -12.545 eV.

# 3
Formula: C8H15N2O
Source: the Open Molecules 2025 dataset
Level of theory: ωB97M-V/def2-TZVPD

```
26
Properties=species:S:1:pos:R:3
C 1.03 -0.10 1.35
C 0.95 1.16 0.69
C 1.68 -0.84 0.40
C 0.47 2.47 1.28
C 2.08 -2.25 0.42
C -1.89 0.98 -0.34
C -1.88 -1.38 -0.62
C -1.29 -0.14 -1.03
N 1.49 1.16 -0.48
N -0.46 0.04 -2.01
O 2.01 -0.11 -0.67
H 1.31 3.18 1.60
H -0.09 2.95 0.59
H -0.09 2.36 2.28
H 1.99 -2.84 1.33
H 1.60 -2.91 -0.42
H 3.09 -2.37 0.18
H -1.46 1.91 -0.63
H -2.93 0.91 -0.53
H -1.83 0.78 0.73
H -1.53 -1.61 0.30
H -3.01 -1.28 -0.54
H -1.67 -2.16 -1.34
H -0.24 0.99 -2.25
H -0.09 -0.62 -2.74
H 0.77 -0.28 2.42
```

For the orbital gap, the calculation gives 9.047 eV. The charge is +1. The HOMO energy comes out at -13.122 eV.

# 4
Formula: C8H15N2O4P2S
Source: the Open Molecules 2025 dataset
Level of theory: ωB97M-V/def2-TZVPD

```
32
Properties=species:S:1:pos:R:3
N 1.97 1.95 -2.92
C 0.54 1.67 -2.90
C 0.28 0.25 -3.43
O -0.84 -0.25 -2.77
P -1.27 0.52 -1.32
P -2.80 1.88 -2.48
S -3.88 1.26 -4.03
O -0.01 1.71 -1.62
H 2.11 2.95 -2.82
H 2.36 1.53 -2.08
H 0.06 2.42 -3.54
H 1.16 -0.37 -3.23
H 0.10 0.28 -4.51
H -0.37 -0.30 -0.54
H -2.36 -0.39 -1.17
H -1.66 1.29 -0.17
H -3.63 2.34 -1.43
H -2.18 3.11 -2.78
C 2.63 -1.57 3.34
C 1.84 -2.40 4.13
C 0.46 -2.40 3.98
C -0.09 -1.56 3.03
C 0.67 -0.72 2.24
C 2.04 -0.73 2.40
N -1.56 -1.55 2.86
O -2.21 -2.32 3.54
O -2.02 -0.77 2.05
H 3.70 -1.57 3.46
H 2.30 -3.05 4.86
H -0.18 -3.04 4.56
H 0.18 -0.09 1.50
H 2.66 -0.09 1.78
```

For the orbital gap, the calculation gives 5.519 eV. The charge is -1. The HOMO energy comes out at -3.738 eV.

# 5
Formula: C8H15N3O2S
Source: the Open Molecules 2025 dataset
Level of theory: ωB97M-V/def2-TZVPD

```
29
Properties=species:S:1:pos:R:3
C 2.35 1.57 -1.09
C 2.31 1.68 0.44
C 1.81 0.21 -1.48
C 1.05 1.16 1.21
C 1.00 -0.29 1.23
C -2.17 -1.51 -1.13
C -3.46 -0.55 0.85
C -2.13 -1.11 0.32
N -0.15 1.80 0.64
N -1.14 1.09 0.49
N -1.11 -0.17 0.63
O 3.04 -1.64 0.07
O 0.76 -2.10 -0.68
S 1.72 -1.14 -0.21
H 1.70 2.33 -1.39
H 3.37 1.87 -1.37
H 3.30 1.14 0.78
H 2.38 2.79 0.72
H 0.96 0.32 -2.05
H 2.50 -0.26 -2.20
H 1.07 1.52 2.17
H 0.68 -0.87 2.09
H -2.43 -0.59 -1.68
H -1.19 -1.97 -1.28
H -2.96 -2.29 -1.10
H -3.83 0.27 0.30
H -3.33 -0.09 1.76
H -4.23 -1.23 0.97
H -1.86 -1.95 1.00
```

For the orbital gap, the calculation gives 8.318 eV. The HOMO energy comes out at -8.885 eV.

# 6
Formula: C8H15N3O4
Source: the Open Molecules 2025 dataset
Level of theory: ωB97M-V/def2-TZVPD

```
30
Properties=species:S:1:pos:R:3
C 3.51 -1.25 -0.10
C 2.26 -0.40 -0.48
N 2.43 1.10 -0.43
C 1.15 -0.75 0.45
O 1.20 -1.02 1.61
N -0.05 -0.75 -0.20
C -1.24 -1.06 0.52
C -1.91 0.13 1.21
C -2.36 1.30 0.24
C -1.44 2.49 -0.17
N -0.03 2.42 -0.33
O -1.98 3.58 -0.21
C -2.45 -1.87 -0.21
O -3.52 -2.03 0.27
O -2.12 -2.31 -1.50
H 4.26 -1.20 -0.88
H 4.01 -0.90 0.84
H 3.19 -2.33 -0.14
H 1.95 -0.44 -1.50
H 2.90 1.30 0.51
H 3.30 1.24 -0.92
H -0.19 -1.01 -1.20
H -1.02 -1.68 1.34
H -2.91 -0.19 1.62
H -1.11 0.60 1.86
H -2.62 0.75 -0.73
H -3.18 1.80 0.72
H 0.40 3.37 -0.30
H 0.62 1.64 -0.15
H -3.05 -2.55 -1.75
```

For the orbital gap, the calculation gives 9.655 eV. The HOMO energy comes out at -9.282 eV.

# 7
Formula: C8H15N4O4S
Source: the Open Molecules 2025 dataset
Level of theory: ωB97M-V/def2-TZVPD

```
32
Properties=species:S:1:pos:R:3
O 3.65 -0.90 2.23
C 4.06 0.05 1.64
C 3.37 0.68 0.42
N 1.94 0.36 0.33
C 1.54 -0.93 -0.23
C 0.72 -1.82 0.72
O -0.26 -2.36 0.28
O 1.08 -1.99 2.00
C 1.03 1.24 0.72
N 1.33 2.47 1.24
C 0.17 3.06 1.47
N -0.84 2.25 1.14
N -0.31 1.13 0.66
H 5.00 0.53 2.01
H 3.83 0.24 -0.48
H 3.54 1.76 0.43
H 0.90 -0.72 -1.10
H 2.43 -1.47 -0.58
H 0.26 -2.19 2.47
H 0.09 4.06 1.87
H -1.83 2.44 1.22
H -0.88 0.33 0.33
C -4.41 -0.73 -1.70
S -2.85 -1.05 -0.89
O -2.43 0.23 -0.19
C -1.88 -1.15 -2.39
H -5.17 -0.58 -0.93
H -4.34 0.17 -2.31
H -4.68 -1.58 -2.31
H -1.98 -0.23 -2.96
H -2.23 -2.00 -2.99
H -0.84 -1.31 -2.12
```

For the orbital gap, the calculation gives 10.317 eV. The charge is +1. The HOMO energy comes out at -12.654 eV.

# 8
Formula: C8H15NNiO8
Source: the Open Molecules 2025 dataset
Level of theory: ωB97M-V/def2-TZVPD

```
33
Properties=species:S:1:pos:R:3
Ni 1.42 0.35 0.31
C 3.16 0.80 3.65
O 3.10 -0.09 2.81
O 2.45 1.73 3.24
O 4.35 1.20 3.49
C 4.42 1.88 -1.15
O 5.15 2.15 -0.22
O 3.29 2.41 -0.99
O 4.16 0.70 -0.80
C -0.03 -2.16 -2.21
O -0.55 -1.04 -1.51
C -1.35 -0.16 -2.28
C -1.54 1.26 -1.69
N -1.17 1.28 -0.27
C -2.24 1.04 0.73
C -2.46 -0.50 1.03
O -1.11 -0.97 1.01
C -0.75 -2.04 1.73
H -0.75 -2.57 -2.92
H 0.50 -2.91 -1.63
H 0.82 -1.76 -2.77
H -2.38 -0.49 -2.15
H -0.96 -0.16 -3.30
H -2.55 1.66 -1.81
H -0.94 1.95 -2.28
H -0.88 2.22 -0.06
H -3.14 1.62 0.51
H -1.92 1.60 1.61
H -2.89 -1.07 0.21
H -3.07 -0.78 1.88
H -0.53 -1.69 2.74
H -0.05 -2.75 1.29
H -1.59 -2.72 1.80
```

For the orbital gap (spin up / spin down), the calculation gives 2.009 / 1.960 eV. The charge is -2. As for the multiplicity: 3. The HOMO energy (spin up / spin down) comes out at 2.390 / 2.450 eV.

# 9
Formula: C8H15NO
Source: the Open Molecules 2025 dataset
Level of theory: ωB97M-V/def2-TZVPD

```
25
Properties=species:S:1:pos:R:3
H 2.23 0.99 -1.12
N 1.79 1.53 -0.38
C 1.33 0.83 0.56
C 0.64 1.49 1.71
C 1.49 -0.67 0.56
C 1.25 -1.41 1.85
O 1.84 -1.23 -0.46
H -0.35 1.07 1.86
H 0.56 2.55 1.51
H 1.22 1.35 2.63
H 0.20 -1.28 2.14
H 1.47 -2.46 1.72
H 1.87 -0.99 2.64
C -1.66 1.27 -0.78
C -1.33 0.05 -1.19
C -0.54 -0.19 -2.44
C -1.76 -1.18 -0.46
H -2.26 1.43 0.10
H -1.35 2.15 -1.32
H -1.16 -0.69 -3.19
H 0.31 -0.83 -2.22
H -0.18 0.75 -2.86
H -2.27 -0.94 0.46
H -0.89 -1.81 -0.24
H -2.44 -1.77 -1.08
```

For the orbital gap, the calculation gives 9.431 eV. The HOMO energy comes out at -9.247 eV.

no.,F_max (eV/A),DFT total energy (Ha)
1,3.89,-498.228758
2,5.42,-498.164532
3,4.63,-498.264476
4,0.49,-1805.144846
5,3.72,-1026.566297
6,3.95,-779.063123
7,2.39,-1231.752737
8,12.54,-2478.129063
9,0.54,-443.784549